DFT (ωB97M-V with the def2-TZVPD basis set) results for a structure of composition C18H14ClFeNO5S in a non-equilibrium geometry.

Structure (XYZ):
```
41
Properties=species:S:1:pos:R:3:mulliken_spin:R:1
H 2.29 2.18 -1.03 0.04
C 1.81 2.81 -0.28 -0.03
H 1.55 5.23 2.80 0.01
C -1.59 -5.32 -1.36 0.05
O 5.12 1.53 1.16 -0.03
H 2.47 6.01 0.61 0.00
N -5.12 -8.32 -2.91 0.16
Fe 2.83 3.35 1.50 1.48
H 2.14 4.59 -1.46 0.04
Cl -0.25 -0.84 0.82 0.13
S -0.85 -2.61 -1.53 0.10
O 2.91 2.51 4.29 -0.03
H -4.87 -4.85 -3.39 0.02
H -0.63 4.55 1.10 0.00
C -1.31 -1.66 -0.15 0.77
C 1.18 2.11 0.77 -0.05
H -2.28 -1.86 0.29 0.01
H -0.66 -5.48 -0.84 0.02
O 4.87 5.08 2.67 -0.05
O 0.43 -3.26 -1.28 0.03
C -3.14 -3.88 -2.53 0.04
H -0.93 2.26 1.02 -0.01
C -0.01 2.53 1.55 0.02
C 1.96 5.04 0.66 -0.04
H -0.53 4.21 2.84 0.00
C 1.87 4.21 -0.47 0.41
C -0.03 4.03 1.87 0.02
H -2.12 -7.42 -1.32 0.02
C 1.35 4.63 1.90 -0.06
C -3.60 -6.27 -2.37 0.24
C 2.74 2.83 3.19 -0.03
C -1.97 -4.04 -1.78 0.24
O -1.02 -1.84 -2.75 0.03
H -3.42 -2.91 -2.92 0.02
C -4.44 -7.40 -2.67 0.00
C 4.18 2.21 1.07 0.22
C -3.95 -4.99 -2.81 0.06
H -0.04 1.96 2.49 0.01
C -2.41 -6.43 -1.65 0.05
H 1.40 1.04 0.82 0.00
C 4.06 4.47 2.08 0.09
```

Spin multiplicity = 5
Net charge = -2
Largest force on an atom = 4.6 eV Å⁻¹
Electronic energy = -88359.4441 eV